8
Properties=species:S:1:pos:R:3:forces:R:3 method="wB97M-V/def2-TZVPD" largest_force_ha_per_bohr=0.0572 homo_energy_ha="-0.0935 / -0.0889" e_above_lowest_ev=1.943 energy_ha=-986.75433 total_charge=-1 orbital_gap_ev="4.520 / 4.275" molar_mass_g_mol=111.167
C -0.501 -1.255 0.117 -2.14 1.51 0.26
O 1.850 1.667 -1.159 -0.83 -0.09 2.10
O -0.118 2.655 -0.078 1.31 -1.04 0.67
S -0.970 -2.173 1.540 -0.17 -0.77 0.50
S 1.065 1.799 0.088 -0.62 0.89 -2.73
H -0.166 -0.302 0.466 1.67 1.32 0.65
H -1.338 -0.740 -0.401 -0.26 -1.07 -0.44
H 0.177 -1.652 -0.573 1.05 -0.74 -1.00

---

21
Properties=species:S:1:pos:R:3:forces:R:3 method="wB97M-V/def2-TZVPD" largest_force_ha_per_bohr=0.0753 homo_energy_ha=-0.6294 e_above_lowest_ev=3.140 energy_ha=-361.80678 total_charge=+2 orbital_gap_ev=7.831 molar_mass_g_mol=115.180
C 2.484 -0.962 0.193 -0.81 0.05 -0.41
C 1.843 0.050 -0.292 0.80 -2.95 1.40
C -1.436 0.187 -0.192 -0.66 3.21 -2.06
C 1.829 1.323 -0.847 2.12 -0.46 -0.55
C -0.653 -0.047 0.910 0.84 -1.24 0.20
N -1.386 1.494 -0.660 -0.26 0.65 -0.50
N -2.231 -0.637 -0.954 1.71 1.55 1.28
N -0.892 -1.447 1.474 0.45 2.67 0.98
H 2.318 -1.971 0.592 -0.41 0.69 -0.03
H 3.546 -0.766 0.047 0.42 0.06 -0.24
H 2.206 1.926 -0.032 -0.37 1.21 -0.30
H 2.604 1.182 -1.678 -0.67 0.49 0.81
H 0.944 1.543 -1.373 -1.36 0.83 -0.48
H -0.178 0.761 1.527 -0.80 -1.31 -0.47
H -0.992 2.207 -0.038 -0.42 -0.51 -0.40
H -1.878 1.921 -1.502 0.73 -1.39 1.61
H -2.408 -1.526 -0.550 -1.12 -0.63 -0.65
H -2.928 -0.080 -1.439 -0.36 -1.01 -0.07
H -0.005 -1.902 1.632 0.28 -0.62 -0.08
H -1.449 -1.920 0.769 0.04 -0.69 0.79
H -1.339 -1.337 2.412 -0.17 -0.62 -0.83

---

12
Properties=species:S:1:pos:R:3:forces:R:3 method="wB97M-V/def2-TZVPD" largest_force_ha_per_bohr=0.2024 smiles="CC(O)=C=C=CCl" homo_energy_ha="-0.3003 / -0.3008" e_above_lowest_ev=5.026 energy_ha=-728.73859 orbital_gap_ev="7.860 / 7.874" molar_mass_g_mol=116.547
C -1.176 -0.113 0.138 -1.52 1.16 2.83
C 0.164 -0.749 0.072 1.94 -0.15 -0.40
O 0.178 -2.110 0.297 -1.22 -0.55 -1.01
C 1.389 -0.198 -0.117 6.31 3.01 0.77
C 2.741 0.331 -0.082 -1.19 -0.15 0.53
C 4.204 0.881 0.086 -7.84 -6.81 -0.60
Cl 5.400 -0.414 0.048 -0.36 1.15 0.12
H -1.691 -0.417 1.207 1.36 0.75 -2.57
H -1.187 1.000 0.076 0.56 -0.76 0.34
H -1.918 -0.350 -0.608 0.11 -0.86 -0.51
H -0.561 -2.540 -0.223 1.07 0.75 0.95
H 4.398 1.847 -0.167 0.78 2.46 -0.44

---

9
Properties=species:S:1:pos:R:3:forces:R:3 method="wB97M-V/def2-TZVPD" largest_force_ha_per_bohr=0.1086 homo_energy_ha=-0.6189 e_above_lowest_ev=5.088 energy_ha=-225.42010 total_charge=+1 orbital_gap_ev=11.306 molar_mass_g_mol=61.064
C -0.118 0.445 -0.817 -3.72 0.22 1.09
N 0.271 -0.452 -1.745 -0.58 -1.37 -1.23
N -0.283 -0.069 1.298 4.20 1.04 -3.53
O 1.100 0.597 -1.089 2.41 1.74 0.61
H -1.054 1.071 -0.885 1.38 -0.40 0.64
H 0.653 -1.349 -1.472 -0.05 -0.36 0.52
H -0.277 0.787 1.793 -0.02 1.23 0.54
H 0.724 -0.423 1.292 -2.19 -0.07 0.68
H -1.015 -0.607 1.625 -1.44 -2.03 0.70

---

64
Properties=species:S:1:pos:R:3:forces:R:3 method="wB97M-V/def2-TZVPD" largest_force_ha_per_bohr=0.0109 homo_energy_ha="-0.6343 / -0.6343" e_above_lowest_ev=0.000 energy_ha=-2826.11415 total_charge=+3 orbital_gap_ev="6.340 / 6.342" molar_mass_g_mol=700.774
Ta 0.277 0.572 -0.571 -0.35 -0.44 0.01
S 0.152 2.906 -0.599 0.09 0.18 -0.06
C -1.521 3.391 -0.906 -0.01 0.00 -0.04
C -2.022 4.610 -0.470 0.02 -0.08 -0.04
C -3.302 4.978 -0.860 -0.04 0.00 -0.02
C -4.054 4.170 -1.704 0.01 0.03 0.02
C -3.545 2.964 -2.171 0.04 -0.03 0.02
C -2.286 2.580 -1.741 0.03 0.02 0.05
S -1.482 1.102 -2.312 -0.10 -0.05 0.08
C -2.700 -0.186 -1.947 0.06 0.02 0.01
C -1.954 -1.467 -1.719 -0.03 0.09 -0.03
C -2.604 -2.665 -1.941 0.06 0.00 0.00
C -1.923 -3.856 -1.751 0.03 0.07 0.01
C -0.581 -3.796 -1.410 -0.01 0.04 -0.01
C 0.029 -2.569 -1.240 0.08 0.05 -0.01
C 1.513 -2.499 -1.086 -0.12 0.01 -0.05
S 1.972 -1.330 0.229 0.11 0.03 -0.14
C 3.555 -0.834 -0.372 -0.05 0.02 -0.13
C 4.722 -1.397 0.115 -0.02 0.01 0.01
C 5.931 -1.035 -0.474 -0.02 0.03 -0.03
C 5.959 -0.132 -1.527 0.01 -0.02 0.02
C 4.786 0.441 -2.010 -0.02 -0.02 0.04
C 3.584 0.083 -1.421 -0.11 -0.02 -0.02
S 2.092 0.870 -1.958 0.37 0.20 0.02
N -0.656 -1.392 -1.324 -0.08 -0.16 -0.01
H -1.425 5.260 0.155 0.02 0.02 0.02
H -3.710 5.919 -0.515 0.00 0.02 0.00
H -5.038 4.487 -2.021 -0.02 0.01 0.00
H -4.120 2.358 -2.859 -0.01 -0.02 -0.02
H -3.382 -0.286 -2.791 0.03 0.00 -0.01
H -3.268 0.125 -1.071 0.02 -0.01 -0.04
H -3.634 -2.658 -2.270 -0.01 0.00 -0.01
H -2.415 -4.808 -1.904 0.00 -0.01 0.00
H 0.009 -4.697 -1.316 0.01 -0.02 0.01
H 1.958 -2.138 -2.016 0.00 0.01 0.03
H 1.939 -3.471 -0.848 0.00 0.02 0.03
H 4.698 -2.104 0.933 0.00 -0.03 0.02
H 6.852 -1.465 -0.106 0.01 -0.01 0.01
H 6.903 0.141 -1.977 0.01 0.00 0.00
H 4.816 1.161 -2.817 -0.01 0.01 -0.01
C 2.316 -0.598 3.552 0.08 -0.02 0.04
C 1.421 0.513 3.015 -0.07 -0.01 0.07
C 2.194 1.505 2.143 0.02 0.06 0.01
C 0.153 0.029 2.334 -0.04 0.04 -0.09
C -0.731 0.961 1.761 0.16 -0.07 0.07
C -2.002 0.573 1.275 0.01 -0.02 -0.03
C -2.439 -0.736 1.410 0.03 -0.03 -0.01
C -3.850 -1.143 1.125 -0.05 0.02 0.06
C -1.532 -1.679 1.943 -0.04 0.03 0.01
C -0.279 -1.319 2.376 -0.02 0.04 0.01
H 3.136 -0.154 4.114 0.01 0.01 0.01
H 2.757 -1.207 2.760 -0.02 0.03 0.08
H 1.785 -1.256 4.237 0.00 -0.01 0.04
H 1.057 1.078 3.883 0.02 -0.02 -0.02
H 2.454 1.080 1.158 0.00 0.03 0.00
H 3.146 1.763 2.607 0.01 -0.01 0.00
H 1.659 2.440 1.986 -0.03 0.02 -0.02
H -0.529 2.014 1.892 0.00 0.02 -0.02
H -2.682 1.342 0.920 -0.01 0.02 0.02
H -4.404 -0.386 0.572 -0.02 0.01 0.03
H -4.372 -1.279 2.076 -0.01 -0.02 -0.01
H -3.904 -2.096 0.601 -0.01 -0.01 -0.01
H -1.854 -2.708 2.053 -0.01 -0.03 0.01
H 0.373 -2.069 2.801 -0.01 -0.02 0.02

---

76
Properties=species:S:1:pos:R:3:forces:R:3 method="wB97M-V/def2-TZVPD" largest_force_ha_per_bohr=0.0429 homo_energy_ha="-0.4079 / -0.4835" e_above_lowest_ev=0.572 s_squared=2.017 energy_ha=-3161.80986 total_charge=+2 orbital_gap_ev="5.598 / 7.574" molar_mass_g_mol=657.587 multiplicity=3
Ti 0.160 0.288 -0.151 1.46 1.60 0.44
C 1.878 1.103 3.775 0.15 -0.01 -0.01
C 1.223 0.488 2.583 -0.03 -0.06 -0.06
N 1.462 0.904 1.331 0.05 0.16 0.54
N 2.498 1.803 1.133 -0.25 -0.33 -0.05
C 3.030 1.843 -0.091 0.14 0.03 -0.04
N 4.014 2.725 -0.310 0.06 -0.11 -0.12
S 2.453 0.800 -1.301 -0.08 0.12 0.16
C 0.280 -0.578 2.650 -0.09 -0.11 -0.12
C -0.095 -1.238 3.836 0.04 0.09 0.06
C -1.023 -2.242 3.796 -0.11 -0.14 -0.01
C -1.590 -2.615 2.564 -0.02 0.00 0.21
C -1.162 -1.976 1.438 0.18 0.32 -0.23
N -0.239 -0.983 1.442 -0.18 -0.17 0.65
H 1.798 2.194 3.754 -0.02 0.00 -0.01
H 1.419 0.780 4.704 -0.01 -0.02 -0.02
H 2.941 0.847 3.833 -0.01 0.00 -0.01
H 2.901 2.291 1.921 -0.06 -0.02 -0.07
H 4.428 3.270 0.427 -0.01 0.02 -0.01
H 4.459 2.735 -1.212 -0.02 0.02 0.02
H 0.354 -0.959 4.778 -0.03 0.02 0.00
H -1.315 -2.746 4.708 0.01 0.01 -0.03
H -2.336 -3.394 2.496 0.02 0.00 0.02
H -1.548 -2.254 0.464 0.01 0.04 0.00
N -1.280 1.506 0.754 -0.82 0.48 0.38
C -2.080 2.078 1.350 -0.36 0.32 0.27
C -3.083 2.806 2.107 0.67 -0.53 -0.53
C -2.706 3.442 3.283 0.04 0.14 0.25
C -3.669 4.115 4.015 0.04 -0.03 -0.04
C -4.984 4.141 3.569 -0.03 0.02 0.02
C -5.349 3.507 2.387 0.08 -0.02 -0.02
C -4.393 2.834 1.645 -0.26 0.04 -0.07
H -1.676 3.411 3.615 -0.03 -0.01 0.01
H -3.394 4.617 4.933 -0.01 0.00 0.00
H -5.735 4.661 4.150 0.01 0.00 -0.01
H -6.374 3.538 2.046 0.00 0.00 0.00
H -4.659 2.338 0.721 0.00 0.00 0.02
N 0.019 4.927 -2.904 0.15 -0.44 0.10
N -0.244 3.577 -2.755 0.03 0.43 -0.35
N -0.426 2.796 -3.795 -0.01 -0.17 0.30
C -0.542 1.614 -3.196 -0.02 -0.08 -0.25
N -0.436 1.708 -1.872 0.04 0.62 0.20
N -0.239 3.005 -1.606 -0.08 -0.50 0.13
H -0.351 5.210 -3.803 -0.09 0.14 0.09
H -0.373 5.418 -2.109 -0.10 0.11 -0.16
H -0.708 0.696 -3.733 0.00 0.01 0.01
C 5.360 -2.183 -1.774 -0.26 -0.02 0.01
O 3.979 -2.318 -2.139 0.09 -0.03 0.10
C 3.111 -2.737 -1.184 0.20 0.11 0.01
C 3.413 -2.935 0.156 -0.09 -0.05 -0.04
C 2.430 -3.433 1.003 -0.05 -0.02 0.01
C 1.154 -3.730 0.537 0.22 -0.11 -0.01
C 0.842 -3.500 -0.791 -0.01 -0.22 0.14
C 1.814 -2.994 -1.629 0.05 0.07 -0.68
N 1.611 -2.825 -3.038 0.57 -0.22 0.78
C 0.534 -2.656 -3.729 -0.52 0.15 -0.40
C -0.773 -2.249 -3.337 0.08 -0.47 -0.65
C -1.806 -2.565 -4.262 0.00 -0.03 0.00
C -3.102 -2.193 -4.048 0.05 0.08 0.21
C -3.391 -1.444 -2.891 -0.06 -0.05 -0.12
C -2.405 -1.079 -2.008 -0.07 -0.05 0.02
C -1.059 -1.466 -2.205 -0.36 0.23 0.07
O -0.120 -1.046 -1.417 -0.59 -1.34 -1.36
H 5.739 -3.118 -1.363 0.03 -0.02 0.00
H 5.480 -1.377 -1.050 0.01 0.03 0.03
H 5.891 -1.937 -2.686 -0.02 0.00 -0.04
H 4.403 -2.731 0.531 0.02 -0.01 0.03
H 2.677 -3.615 2.040 0.00 0.00 0.02
H 0.411 -4.154 1.199 0.08 0.01 -0.01
H -0.140 -3.741 -1.179 0.07 -0.01 0.01
H 2.466 -2.952 -3.571 0.03 -0.07 0.08
H 0.667 -2.851 -4.791 0.00 0.06 0.05
H -1.552 -3.140 -5.146 0.03 0.04 0.02
H -3.879 -2.461 -4.748 -0.01 0.02 0.03
H -4.413 -1.135 -2.704 0.03 0.01 0.00
H -2.649 -0.467 -1.146 0.03 -0.02 0.02

---

28
Properties=species:S:1:pos:R:3:forces:R:3 method="wB97M-V/def2-TZVPD" largest_force_ha_per_bohr=0.0873 smiles="C[NH2+][C@@H]1C(=[N+]=O)O[C@@H](CO)[C@H](O)[C@H]1O" homo_energy_ha=-0.6170 e_above_lowest_ev=2.056 energy_ha=-759.93370 total_charge=+2 orbital_gap_ev=5.203 molar_mass_g_mol=206.198
C -3.108 0.256 -0.980 1.44 -1.27 -4.06
N -2.598 -0.450 0.167 1.33 0.88 0.45
C -1.202 -0.059 0.592 2.76 -2.18 0.08
C -0.503 1.329 0.425 0.19 -1.28 -0.63
N -1.322 2.296 0.279 0.61 2.88 -0.43
O -1.926 3.303 0.289 0.94 -2.14 0.39
O 0.842 1.469 0.294 -2.99 0.90 0.63
C 1.707 0.397 -0.145 1.08 -2.70 2.79
C 3.139 0.642 0.339 -0.32 1.77 -3.43
O 3.564 1.704 -0.491 0.41 1.29 -0.39
C 1.257 -0.971 0.428 -3.76 1.19 -2.12
O 2.019 -2.029 -0.001 0.21 -0.01 -0.02
C -0.309 -1.110 -0.128 1.87 -1.73 0.36
O -0.899 -2.352 0.345 1.90 0.47 -0.04
H -4.147 0.263 -0.974 -1.88 0.26 0.28
H -2.679 1.228 -1.052 -0.13 0.61 -0.13
H -2.842 -0.304 -1.943 -0.10 0.81 1.33
H -2.629 -1.474 0.073 0.53 -0.24 -0.05
H -3.272 -0.246 0.836 -1.30 0.33 2.51
H -0.925 -0.416 1.628 -1.35 0.77 -0.54
H 1.712 0.318 -1.189 -0.18 0.38 -1.73
H 3.775 -0.177 0.058 -0.04 -0.89 0.22
H 3.192 0.826 1.343 0.10 0.49 2.79
H 4.024 2.504 -0.148 -0.46 -1.26 0.36
H 0.908 -0.964 1.453 1.79 -0.29 1.01
H 2.538 -1.845 -0.822 -0.64 -0.12 0.86
H -0.200 -1.193 -1.213 -0.73 0.73 -0.15
H -0.119 -2.948 0.535 -1.28 0.34 -0.33

---

34
Properties=species:S:1:pos:R:3:forces:R:3 method="wB97M-V/def2-TZVPD" largest_force_ha_per_bohr=0.1733 homo_energy_ha=-0.5075 e_above_lowest_ev=1.813 energy_ha=-611.33249 total_charge=+2 orbital_gap_ev=7.601 molar_mass_g_mol=196.298
C 14.417 -0.087 -1.339 2.70 0.97 -1.93
C 14.560 0.223 -0.022 -2.21 -1.24 -1.74
C 12.715 -1.177 -0.435 1.77 2.28 4.59
C 11.669 -2.243 -0.162 -1.55 4.42 3.45
C -9.561 2.573 -0.230 -0.13 2.59 -2.54
C 13.353 -0.154 2.101 0.57 -3.13 1.89
C -10.561 1.623 0.386 1.39 0.61 -3.52
C -11.017 0.584 -0.592 2.78 -1.42 -0.79
C -11.564 -0.588 0.232 -2.40 1.72 -5.80
C -11.968 -1.727 -0.747 0.63 3.65 0.03
N -12.567 -2.674 -0.047 -1.32 -5.71 3.06
N -12.885 -3.569 0.513 -0.07 1.53 -0.58
N 13.370 -0.870 -1.539 -3.01 -1.86 2.82
N 13.575 -0.257 0.726 -3.94 -4.36 -6.69
H 15.071 0.055 -2.206 -0.18 0.47 0.81
H 15.305 0.786 0.337 2.60 2.07 1.50
H 11.268 -2.637 -1.013 -0.56 -1.49 -2.30
H 10.685 -1.802 0.404 2.28 -0.36 -1.49
H 11.976 -2.886 0.620 0.82 -1.25 0.18
H -8.678 2.110 -0.756 -0.99 0.14 0.75
H -9.190 3.345 0.440 0.20 -0.40 0.55
H -10.030 3.311 -1.029 0.56 -1.81 1.18
H 14.062 -0.904 2.531 -0.15 0.85 0.27
H 13.676 0.823 2.326 -0.33 1.18 1.20
H 12.395 -0.585 2.508 0.52 1.36 -0.94
H -11.417 2.059 0.706 -2.54 2.07 1.15
H -10.121 1.235 1.199 1.63 -1.89 3.04
H -11.618 1.103 -1.372 -0.08 -1.05 0.52
H -10.071 0.131 -1.084 -1.34 0.95 0.23
H -10.968 -0.858 0.966 3.17 -1.66 3.18
H -12.441 -0.267 0.605 -3.12 1.15 1.90
H -11.047 -2.071 -1.072 1.56 -1.30 -1.42
H -12.706 -1.479 -1.480 0.03 0.82 -0.94
H 12.912 -1.311 -2.305 0.70 0.09 -1.63